This record from OMol25 describes a cluster of 8 separate species, C32H52N8 in total. The level of theory is ωB97M-V/def2-TZVPD.

Its SMILES is c1cc[nH]c1.c1cc[nH]c1.CCCC#N.CCCC#N.CCCC#N.CCCC#N.CCCC#N.CCCC#N. The HOMO-LUMO gap comes out at 8.46 eV. As for the LUMO energy: 0.40 eV.

Structure (XYZ):
```
92
Properties=species:S:1:pos:R:3:forces:R:3
C -28.139 -20.984 -12.562 3.462 -1.623 0.561
C -29.106 -20.225 -11.954 -1.642 -1.647 1.632
C -29.421 -19.294 -12.847 -2.112 2.744 -0.617
N -28.591 -19.387 -13.883 0.517 2.148 -2.307
C -27.685 -20.336 -13.680 0.035 -2.095 -0.293
H -27.625 -21.849 -12.168 -0.135 -0.010 0.226
H -29.665 -20.525 -11.081 0.105 0.340 0.072
H -30.179 -18.526 -12.890 -0.051 -0.113 0.302
H -28.630 -18.831 -14.725 -0.016 0.150 0.377
H -26.915 -20.606 -14.387 -0.162 0.126 0.032
C -21.841 -17.047 -9.295 -0.465 -0.692 0.938
C -22.950 -17.842 -9.703 0.138 -0.906 -0.931
C -22.469 -19.067 -10.179 -0.100 1.766 0.768
N -21.114 -19.019 -9.959 0.363 -1.371 -0.084
C -20.736 -17.873 -9.342 -0.290 0.887 -0.430
H -21.927 -16.058 -8.870 0.224 -0.119 0.040
H -24.005 -17.615 -9.664 0.136 0.305 -0.136
H -23.018 -19.875 -10.638 0.394 -0.048 0.081
H -20.442 -19.732 -10.202 -0.366 0.020 0.073
H -19.734 -17.759 -8.956 -0.040 0.158 -0.322
C -22.636 -26.357 -10.457 0.558 -1.065 0.313
C -22.155 -26.300 -8.983 0.533 1.162 -2.103
C -22.794 -27.206 -7.968 -1.157 -0.045 0.134
C -24.291 -27.192 -7.962 2.874 0.805 0.642
N -25.422 -27.208 -8.014 -1.970 -0.091 -0.124
H -21.861 -25.937 -11.098 0.149 -0.235 -0.013
H -23.545 -25.849 -10.780 -0.215 0.013 0.805
H -22.751 -27.424 -10.652 -0.064 -0.008 -0.692
H -22.098 -25.225 -8.814 -0.671 0.018 1.227
H -21.090 -26.530 -8.948 0.104 -0.411 -0.310
H -22.259 -26.957 -7.051 -0.927 -0.155 0.574
H -22.645 -28.274 -8.124 0.778 0.010 -0.456
C -29.547 -14.295 -7.012 0.261 -1.107 0.418
C -29.965 -14.226 -8.470 1.017 -0.311 0.638
C -30.470 -12.875 -8.799 -0.239 2.923 -1.010
C -29.447 -11.871 -9.327 1.637 1.582 -0.668
N -28.646 -11.078 -9.693 -2.785 -2.799 1.226
H -28.543 -13.904 -6.843 -0.184 0.706 -0.136
H -29.369 -15.342 -6.768 -0.445 -0.173 0.308
H -30.264 -13.850 -6.322 0.068 -0.097 0.038
H -30.742 -14.934 -8.760 0.313 -0.296 0.242
H -29.011 -14.431 -8.957 -0.464 -0.216 -0.837
H -30.948 -12.376 -7.956 0.420 -0.029 0.554
H -31.347 -12.870 -9.446 0.401 -0.190 -0.780
C -31.279 -12.074 -15.585 0.695 -0.089 0.213
C -30.347 -11.736 -16.764 -0.203 0.831 1.667
C -30.268 -12.708 -17.868 -0.429 -1.104 -2.005
C -29.660 -14.057 -17.656 -0.091 1.457 0.342
N -29.114 -15.042 -17.444 -0.089 -0.293 -0.050
H -31.516 -11.190 -14.993 -0.052 0.149 -0.232
H -30.821 -12.748 -14.861 0.004 -0.313 -0.208
H -32.211 -12.511 -15.945 -0.011 -0.005 0.001
H -29.306 -11.534 -16.512 -0.097 0.140 0.762
H -30.724 -10.792 -17.158 0.067 -0.045 -0.403
H -29.731 -12.172 -18.651 0.449 -0.506 -0.233
H -31.241 -12.859 -18.337 -0.252 -0.245 0.163
C -25.765 -21.523 -23.532 -1.192 -0.816 1.012
C -26.141 -20.057 -23.536 1.206 0.005 -0.378
C -26.837 -19.540 -22.209 1.520 -1.198 -1.582
C -25.785 -19.701 -21.101 1.290 0.929 1.521
N -24.928 -19.758 -20.284 -3.080 0.016 -2.912
H -26.564 -22.012 -24.090 0.449 -0.498 -0.364
H -25.955 -21.894 -22.525 0.544 -0.292 0.193
H -24.769 -21.829 -23.850 -0.190 0.273 -0.123
H -26.648 -19.962 -24.497 -1.002 0.803 0.532
H -25.242 -19.472 -23.731 0.081 0.307 0.492
H -27.725 -20.139 -22.011 0.133 0.003 0.280
H -27.155 -18.557 -22.559 0.222 0.454 1.337
C -34.366 -23.206 -9.658 -0.110 -0.370 0.745
C -33.222 -24.243 -9.732 -0.044 0.734 0.958
C -32.733 -24.717 -8.333 -0.213 -0.425 -0.317
C -32.251 -23.652 -7.449 -0.047 2.668 1.567
N -31.897 -22.740 -6.798 -0.802 -2.508 -1.690
H -35.300 -23.598 -9.254 -0.178 -0.878 -0.521
H -34.546 -22.836 -10.667 -0.074 0.416 0.310
H -34.261 -22.453 -8.878 0.923 0.654 -0.572
H -32.363 -23.798 -10.235 -0.187 -0.218 -0.435
H -33.667 -25.091 -10.253 0.681 -0.165 -0.192
H -31.895 -25.412 -8.302 0.016 -0.256 -0.799
H -33.579 -25.305 -7.976 0.045 0.355 0.944
C -31.170 -21.795 -18.264 -0.671 -0.310 0.392
C -32.213 -20.603 -18.417 0.764 -0.755 1.070
C -33.340 -20.989 -19.362 0.151 -1.080 -1.482
C -32.687 -21.514 -20.597 -0.025 -0.081 -0.157
N -32.111 -21.937 -21.501 -0.361 0.263 0.280
H -31.211 -22.630 -18.963 0.114 0.797 -1.118
H -31.473 -22.431 -17.433 0.041 0.602 0.839
H -30.128 -21.514 -18.111 -0.210 0.207 -0.086
H -31.796 -19.624 -18.651 0.369 -0.317 -0.499
H -32.548 -20.472 -17.388 -0.589 0.124 -0.129
H -34.088 -20.290 -19.735 0.310 0.692 0.567
H -33.943 -21.820 -18.995 0.136 -0.127 0.328
```
Forces are in eV/Å.

Atomic partial charges in e from the Mulliken method, atoms 1 to 4: -0.39, -0.56, -0.39, 0.04

This record from OMol25 describes a cluster of 2 separate species, H3NOSi in total. The level of theory is ωB97M-V/def2-TZVPD.

The HOMO-LUMO gap (alpha / beta) comes out at 7.28 / 7.32 eV. As for the LUMO energy (alpha / beta): -0.80 / -0.75 eV.

Structure (XYZ):
```
6
Properties=species:S:1:pos:R:3:forces:R:3
N 0.258 -0.359 1.896 -2.691 -0.111 0.496
O -0.805 -0.426 2.427 3.180 0.267 -2.312
Si 0.253 0.022 -0.697 -0.927 1.486 1.080
H 0.014 1.582 -0.684 0.242 -1.375 0.086
H 1.277 -0.215 -1.753 0.194 -0.197 0.501
H -0.998 -0.605 -1.188 0.003 -0.069 0.150
```
Forces are in eV/Å.

Atomic partial charges in e from the Mulliken method, atoms 1 to 4: 0.11, -0.19, 0.28, -0.06

This record from OMol25 describes the molecule C5H8O2. The level of theory is ωB97M-V/def2-TZVPD.

Its SMILES is C#CCOCCO. The HOMO-LUMO gap comes out at 10.81 eV. As for the LUMO energy: 0.84 eV.

Structure (XYZ):
```
15
Properties=species:S:1:pos:R:3:forces:R:3
C 3.425 1.185 0.554 -0.223 -0.122 -0.020
C 2.355 0.956 0.057 0.458 -0.510 0.448
C 1.298 0.025 -0.350 0.299 -0.475 -0.108
O 0.125 0.184 0.402 -0.117 0.166 -0.073
C -0.876 -0.761 0.071 -0.247 -0.060 -0.092
C -2.134 -0.356 0.815 0.009 -0.379 0.065
O -2.650 0.878 0.372 0.157 0.234 0.070
H 4.347 1.119 1.080 0.130 0.601 -0.094
H 1.123 0.025 -1.437 -0.171 0.196 0.189
H 1.774 -0.940 -0.095 -0.396 -0.018 -0.278
H -1.073 -0.738 -1.011 0.029 0.015 0.097
H -0.599 -1.798 0.343 0.138 0.355 0.032
H -2.905 -1.107 0.621 0.040 0.075 0.050
H -1.934 -0.346 1.898 -0.008 0.020 -0.206
H -1.985 1.553 0.564 -0.098 -0.097 -0.082
```
Forces are in eV/Å.

Atomic partial charges in e from the Mulliken method, atoms 1 to 4: -0.11, -0.57, -0.15, -0.26

This record from OMol25 describes a structure of composition C31H29CaN4P2S4Se2. The level of theory is ωB97M-V/def2-TZVPD.

The charge is -1. The HOMO-LUMO gap comes out at 6.21 eV. As for the LUMO energy: 2.10 eV.

Structure (XYZ):
```
73
Properties=species:S:1:pos:R:3:forces:R:3
Ca -0.035 0.407 0.521 1.146 -0.217 -0.192
S 0.645 3.105 0.728 0.164 -0.033 0.161
S 2.496 2.635 -0.097 -0.088 -0.118 0.116
S 3.310 1.289 1.212 0.053 -0.159 -0.058
S 2.463 -0.584 0.845 0.163 -0.037 0.049
Se -4.673 4.839 3.873 0.047 -0.032 -0.078
P -3.972 4.643 1.893 0.264 -0.092 0.124
C -2.830 5.976 1.476 0.001 0.100 -0.057
C -3.265 7.303 1.498 0.007 -0.021 -0.009
C -2.364 8.327 1.265 0.023 0.013 -0.003
C -1.020 8.040 1.041 -0.039 -0.017 -0.005
C -0.579 6.728 1.055 -0.041 0.021 0.005
C -1.485 5.698 1.272 0.003 0.007 0.021
C -5.411 4.703 0.775 -0.003 -0.060 -0.052
C -6.408 3.756 1.021 0.030 -0.022 0.031
C -7.587 3.781 0.303 -0.004 -0.070 -0.095
C -7.787 4.742 -0.683 -0.007 -0.021 -0.037
C -6.803 5.680 -0.937 0.034 -0.021 0.046
C -5.621 5.666 -0.202 0.071 0.024 -0.077
C -3.095 3.088 1.523 -0.405 0.043 -0.015
C -2.385 2.463 0.482 0.172 0.043 -0.144
N -2.124 1.211 0.921 -0.911 0.407 -0.064
N -2.648 1.064 2.137 0.170 -0.069 -0.202
N -3.229 2.165 2.507 -0.078 0.093 0.051
P -1.844 2.761 -1.252 -0.863 -0.325 -0.116
Se -0.588 1.284 -2.217 -0.263 0.293 0.183
C -1.419 4.468 -1.683 0.281 -0.063 0.090
C -2.407 5.440 -1.734 -0.104 0.034 -0.089
C -2.101 6.728 -2.145 0.026 -0.030 0.029
C -0.802 7.038 -2.520 0.020 -0.015 0.009
C 0.186 6.061 -2.485 -0.038 0.041 0.026
C -0.118 4.777 -2.062 0.006 -0.012 -0.003
C -3.446 2.574 -2.153 0.196 0.106 -0.043
C -3.506 2.983 -3.488 0.085 0.014 -0.041
C -4.636 2.757 -4.249 -0.048 -0.024 0.019
C -5.732 2.105 -3.691 0.054 0.052 -0.022
C -5.679 1.696 -2.372 -0.040 0.042 0.078
C -4.544 1.933 -1.602 -0.069 0.000 0.086
H -4.298 7.531 1.733 -0.019 -0.016 -0.018
H -2.704 9.355 1.279 -0.007 0.013 0.001
H -0.318 8.845 0.867 0.008 0.020 -0.003
H 0.463 6.484 0.894 0.023 -0.042 0.008
H -1.116 4.681 1.286 -0.035 0.111 0.022
H -6.261 3.022 1.806 0.019 0.013 0.003
H -8.356 3.047 0.508 -0.010 -0.006 0.004
H -8.708 4.754 -1.252 -0.016 0.005 0.007
H -6.950 6.432 -1.701 0.002 0.021 -0.014
H -4.867 6.418 -0.395 0.019 0.021 0.013
H -3.427 5.186 -1.480 -0.032 -0.012 0.031
H -2.875 7.484 -2.170 -0.013 0.021 0.002
H -0.557 8.043 -2.840 -0.003 0.003 -0.006
H 1.199 6.300 -2.782 0.013 0.002 0.003
H 0.643 4.009 -2.022 -0.007 0.002 -0.017
H -2.650 3.471 -3.940 0.013 -0.001 0.031
H -4.662 3.084 -5.281 -0.009 0.000 -0.010
H -6.621 1.928 -4.283 -0.008 -0.011 -0.002
H -6.529 1.199 -1.924 -0.050 -0.031 0.039
H -4.519 1.611 -0.568 -0.004 0.012 0.032
C -3.533 -3.007 -2.537 -0.033 0.007 -0.017
C -3.600 -2.725 -1.032 0.196 0.072 0.060
C -4.671 -1.670 -0.730 -0.036 0.000 -0.029
C -3.862 -4.011 -0.245 -0.013 -0.003 0.004
C -2.303 -2.156 -0.613 -0.234 0.026 -0.109
N -1.329 -1.640 -0.309 0.202 -0.060 0.217
H -4.488 -3.426 -2.856 -0.001 0.002 -0.019
H -2.743 -3.721 -2.771 0.005 -0.018 0.011
H -3.348 -2.090 -3.095 0.008 0.014 0.002
H -5.645 -2.069 -1.020 -0.012 0.012 0.001
H -4.485 -0.757 -1.295 0.005 -0.036 0.004
H -4.693 -1.420 0.330 0.014 -0.002 0.018
H -4.819 -4.425 -0.565 -0.009 -0.020 0.013
H -3.911 -3.812 0.825 0.002 0.008 0.010
H -3.084 -4.752 -0.425 0.009 -0.003 -0.013
```
Forces are in eV/Å.

Atomic partial charges in e from the Mulliken method, atoms 1 to 4: 1.02, -0.21, -0.04, -0.10

Here are the calculated energy relative to the best compared isomer or geometry (same formula, charge and spin) numbers, same order: 4.401; 5.472; 3.332; 0.610 (eV).